Entry 1:
Molecular formula: C4H2Br2PtS5
Method: DFT, wB97M-V/def2-TZVPD

```
14
Properties=species:S:1:pos:R:3
Pt 0.456 -0.785 -0.645
Br -0.002 -3.167 -1.944
Br 2.743 -1.587 -1.948
S 0.266 -0.452 1.686
S -0.705 1.232 -1.057
S -1.007 1.746 3.206
S -1.847 3.201 0.834
S -2.487 4.303 3.518
C -1.820 3.154 2.576
C -0.984 1.709 0.547
C 1.825 -3.169 -2.584
C -0.584 1.016 1.675
H 2.330 -4.045 -2.197
H 1.816 -3.156 -3.666
```

Kohn-Sham gap (spin up / spin down), eV: 6.872 / 5.951
ΔE to the lowest compared entry with this formula, charge and spin, kJ/mol: 29.21
Spin multiplicity: 3
Charge: 0

Mulliken population analysis, charges in e, atoms 1 to 2: Pt 0.6104; Br -0.1314



Entry 2:
Molecular formula: C52H46N4O6Zr
Method: DFT, wB97M-V/def2-TZVPD

```
109
Properties=species:S:1:pos:R:3
Zr 0.137 -0.086 0.210
O 2.591 -6.910 4.254
O 2.338 -0.484 -0.236
O -7.013 3.528 4.603
O 1.466 0.313 2.044
O -1.398 -2.934 -8.411
O 4.652 6.744 -2.272
N -1.221 -0.778 1.632
N -0.301 -1.835 -0.783
N -0.750 1.746 0.615
N 0.184 0.650 -1.730
C -1.541 2.100 1.670
C 0.371 -1.570 -5.587
C -5.921 2.918 4.147
C 0.263 1.051 -3.973
C -2.372 1.226 2.442
C 3.990 -7.062 4.143
C -7.680 2.994 5.730
C 3.325 0.226 0.522
C -0.289 -1.293 -3.172
C 2.859 -1.032 -1.464
C 1.793 -0.359 3.274
C 2.444 6.305 -1.330
C -5.290 3.486 3.026
C -1.231 3.440 2.050
C -1.170 -2.601 -7.135
C -0.167 -4.975 2.990
C 0.769 2.919 -0.920
C 3.842 4.568 -2.232
C 1.819 -4.272 1.837
C 0.062 -1.988 -6.859
C -0.036 -4.094 -0.909
C -0.115 -2.969 -0.033
C 1.961 -6.009 3.488
C 2.549 1.092 1.523
C -0.340 -2.208 -2.100
C -4.145 2.940 2.509
C 3.647 5.928 -1.935
C -0.225 -3.630 -2.180
C 0.005 0.069 -2.967
C 0.451 -4.126 2.068
C -1.724 -2.441 -4.798
C -1.945 -0.129 2.597
C -0.524 -1.780 -4.532
C 1.694 4.001 -1.257
C 4.620 8.117 -1.930
C 0.601 1.938 -1.934
C 0.035 2.843 0.287
C 2.576 -5.183 2.545
C -2.058 -2.824 -6.078
C -5.369 1.750 4.685
C -3.546 1.787 3.070
C 1.493 5.359 -1.000
C 0.675 2.187 -3.338
C 2.889 3.639 -1.907
C -4.228 1.207 4.152
C -0.198 -3.006 1.375
C -0.845 -2.008 2.132
C -2.638 -3.520 -8.758
C -2.016 -0.973 3.748
C -0.214 3.873 1.243
C -1.301 -2.106 3.480
C 0.575 -5.906 3.678
H 3.950 0.856 -0.125
H -8.516 3.662 5.922
H 3.764 8.630 -2.374
H -3.723 3.377 1.618
H -5.833 1.255 5.523
H -1.675 3.968 2.870
H 2.635 -0.360 -2.300
H 2.384 -2.003 -1.630
H -1.235 -4.927 3.134
H 2.244 7.346 -1.124
H 4.277 -7.411 3.148
H -8.061 1.991 5.528
H 3.067 2.599 -2.150
H -3.469 -2.850 -8.520
H -2.424 -2.604 -3.991
H -3.014 -3.289 -6.246
H 0.140 0.910 -5.029
H 0.080 -5.112 -0.599
H 1.330 -1.110 -5.398
H 4.513 -6.130 4.374
H -2.456 -0.762 4.699
H -7.024 2.968 6.604
H 2.306 -3.617 1.120
H 1.070 -1.165 3.412
H 4.264 -7.813 4.879
H 4.617 8.253 -0.844
H -5.741 4.362 2.586
H 0.555 5.694 -0.586
H 0.933 3.125 -3.788
H -2.780 -4.479 -8.253
H 0.755 -1.848 -7.672
H 5.536 8.535 -2.343
H -0.263 -4.204 -3.082
H -3.867 0.310 4.611
H 3.202 1.452 2.326
H -2.595 -3.679 -9.833
H 3.639 -5.226 2.365
H 0.296 4.811 1.310
H 0.113 -6.572 4.389
H 1.713 0.348 4.105
H 4.764 4.280 -2.711
H 3.971 -0.502 1.039
H 2.800 -0.784 3.253
H 3.940 -1.169 -1.391
H -1.147 -2.927 4.151
H 2.100 1.956 1.006
```

Kohn-Sham gap, eV: 4.898
Charge: +2

Mulliken population analysis, charges in e, atoms 1 to 2: Zr -0.0354; O -0.4510



Entry 3:
Molecular formula: BrH2NO2P
Method: DFT, wB97M-V/def2-TZVPD

```
7
Properties=species:S:1:pos:R:3
Br -2.131 0.939 -0.137
P -0.433 -0.442 0.122
O -0.603 -1.268 1.373
O -0.459 -1.349 -1.306
N 0.858 0.754 0.178
H 1.093 1.018 -0.701
H 1.676 0.348 0.471
```

Kohn-Sham gap, eV: 8.173
ΔE to the lowest compared entry with this formula, charge and spin, kJ/mol: 116.26
Charge: -1
SMILES: N[P@](=O)([O-])Br

Mulliken population analysis, charges in e, atoms 1 to 2: Br -0.3292; P 0.8276



Entry 4:
Molecular formula: C4H7NO
Method: DFT, wB97M-V/def2-TZVPD

```
13
Properties=species:S:1:pos:R:3
O 0.176 0.917 -0.145
N 0.931 1.343 -1.065
C 0.522 -2.068 1.051
C -0.278 -1.256 1.476
C 0.962 1.059 -2.348
C -1.591 -0.563 1.657
H 1.541 -2.402 0.695
H 1.627 2.069 -0.707
H 1.517 1.741 -2.897
H -1.598 0.212 0.821
H -2.329 -1.342 1.430
H -1.660 -0.159 2.657
H 0.180 0.448 -2.626
```

Kohn-Sham gap, eV: 9.697
ΔE to the lowest compared entry with this formula, charge and spin, kJ/mol: 562.72
Charge: 0
SMILES: C=[NH+][O-].C#CC

Mulliken population analysis, charges in e, atoms 1 to 2: O -0.5128; N 0.1018